1.
This record from the Open Molecules 2025 dataset describes a cluster of 2 separate species, C14H19Cl4F9N3 in total. The level of theory is ωB97M-V/def2-TZVPD.

```
49
C14H19Cl4F9N3 ωB97M-V/def2-TZVPD
C 3.02510 -0.82317 -1.06335
C 2.93966 -2.02502 -0.12806
C 3.70372 -1.75465 1.17925
C 1.51814 -2.55657 0.08905
C 0.38768 -1.55400 0.33462
C 0.60571 -0.59251 1.50369
C -0.68163 0.08742 2.01565
C -0.60270 1.59724 2.21508
F -1.40322 1.89961 3.26920
F 0.64616 1.96850 2.56302
C -1.12810 2.44377 1.00031
F -2.27945 3.05558 1.36809
F -1.42239 1.62369 -0.03902
C -0.19610 3.57378 0.48134
F 0.22631 4.35455 1.50543
F -0.94249 4.34995 -0.35393
C 1.00179 3.11509 -0.38694
F 0.58233 2.59166 -1.54271
F 1.74702 2.20069 0.25238
F 1.76454 4.18691 -0.64285
C -0.08963 -0.81502 -0.95834
N -1.52089 -1.13919 -1.09654
C -1.64188 -2.35029 -0.47850
N -2.40513 -3.31261 -0.92023
N -0.82369 -2.42492 0.59703
H 2.50791 -1.05100 -1.99401
H 4.04687 -0.59945 -1.33493
H 2.55792 0.07026 -0.66122
H 3.48164 -2.82046 -0.62898
H 3.09147 -1.35680 1.97602
H 4.18756 -2.66122 1.52242
H 4.49439 -1.04269 0.97566
H 1.20781 -3.18005 -0.74456
H 1.54494 -3.20688 0.95927
H 1.00000 -1.20010 2.30829
H 1.36911 0.10961 1.20300
H -1.53994 -0.17570 1.41058
H -0.88182 -0.28882 3.01050
H 0.46040 -1.12976 -1.83676
H 0.15310 0.23498 -0.87681
H -1.77936 -1.21783 -2.07747
H -2.62401 -4.11362 -0.35519
H -2.75464 -3.27289 -1.86025
H -1.23813 -2.37344 1.51476
C -4.46051 2.32405 -2.65756
Cl -4.65107 0.69997 -1.95927
Cl -3.15736 3.16052 -1.81547
Cl -4.06203 2.17473 -4.37082
Cl -5.96513 3.21608 -2.47087
```

## Properties
* net charge: +1
* calculated total energy: -3448.4768 Eh
* Kohn-Sham gap: 10.15 eV

2.
This record from the Open Molecules 2025 dataset describes a cluster of 2 separate species, C3H8N2O2S in total. The level of theory is ωB97M-V/def2-TZVPD.

```
16
C3H8N2O2S ωB97M-V/def2-TZVPD
C 0.23899 -0.12891 0.00992
C 2.58991 -0.80223 -0.37741
C 1.25194 -0.41017 -0.82511
N -1.09030 0.32298 -0.45009
N 0.42633 -0.18838 1.42084
O -4.64081 -0.12242 0.02410
O -3.37652 1.89524 0.71863
S -3.79230 0.98114 -0.37458
H 3.25284 -0.50573 -1.25618
H 2.72088 -0.19013 0.54370
H 2.75701 -1.87893 -0.21915
H 0.90685 -0.49480 -1.92666
H -1.44457 0.90405 0.22100
H -1.14901 0.71691 -1.33571
H 0.07761 0.52435 2.06225
H 1.27115 -0.62298 1.76446
```

## Properties
* relative energy (zero: lowest compared OMol25 entry of this formula, charge and spin): 1.265 eV
* calculated total energy: -777.2328 Eh
* Kohn-Sham gap: 6.68 eV

3.
This record from the Open Molecules 2025 dataset describes a cluster of 18 separate species, C4H34BO25 in total. The level of theory is ωB97M-V/def2-TZVPD.

```
64
C4H34BO25 ωB97M-V/def2-TZVPD
O 1.11640 2.80652 0.06976
C 0.82766 1.64989 0.16533
O -0.35669 1.09438 0.22165
B -0.16782 -0.38528 0.17978
O 1.27474 -0.59440 0.12460
C 1.90422 0.55422 0.21651
O 3.07413 0.77830 0.16988
O -0.89368 -0.99479 -0.93044
C -1.87531 -1.76009 -0.52873
O -2.62702 -2.40960 -1.20195
C -1.80185 -1.78048 1.03275
O -0.75292 -1.07353 1.36920
O -2.56108 -2.37875 1.73074
O -3.16264 1.38826 -1.07640
H -3.17449 2.18151 -1.62291
H -2.22481 1.14915 -1.00242
O -3.31633 -4.85229 3.43081
H -3.21283 -3.96550 3.05514
H -3.25516 -5.44193 2.67439
O 3.52818 -0.56632 2.76360
H 3.74170 -1.12082 3.52137
H 2.61550 -0.23628 2.93724
O 2.76079 2.86068 -2.42960
H 2.71543 1.97508 -2.81339
H 1.99574 2.91386 -1.83765
O -3.22743 -4.97433 -0.84422
H -3.27251 -4.09925 -0.41928
H -3.32621 -5.60762 -0.12652
O 1.31871 5.57108 0.56487
H 0.87275 4.71824 0.43594
H 1.26263 6.00960 -0.28910
O 3.74977 3.63681 1.49577
H 3.55708 2.75213 1.14775
H 3.02840 4.19063 1.16713
O -0.58254 -4.43359 -2.21103
H -0.49584 -5.07159 -2.92579
H -1.52318 -4.45742 -1.97184
O 4.75613 -1.38047 -0.56095
H 5.08026 -0.81036 -1.26742
H 4.16054 -0.77742 -0.08208
O -1.50292 4.20422 -0.87137
H -1.23611 3.55884 -1.53473
H -1.55451 5.04184 -1.34712
O 2.47848 -3.17195 1.72990
H 2.54106 -2.22889 1.96911
H 3.13768 -3.60475 2.27947
O -4.46475 -0.41452 -2.93676
H -4.99375 0.37713 -3.06511
H -3.94457 -0.23462 -2.14106
O 1.08057 0.45110 3.28206
H 0.29674 -0.11731 3.30101
H 0.73846 1.36714 3.17729
O -4.69339 -0.07044 0.92208
H -4.22458 0.45133 0.24773
H -4.49584 -0.99324 0.71724
O 0.40995 3.10315 2.98545
H -0.22680 3.05344 2.25769
H 1.01956 3.80979 2.73219
O -2.27535 -2.06363 -4.08438
H -1.58666 -2.33824 -3.46603
H -3.02397 -1.83444 -3.51929
O 5.06485 1.14553 -2.35383
H 5.35872 1.84093 -2.95106
H 4.56671 1.60937 -1.66297
```

## Properties
* net charge: -1
* relative energy (zero: lowest compared OMol25 entry of this formula, charge and spin): 1.081 eV
* calculated total energy: -2079.0608 Eh
* Kohn-Sham gap: 9.31 eV

4.
This record from the Open Molecules 2025 dataset describes a cluster of 2 separate species, CH5N2S2 in total. The level of theory is ωB97M-V/def2-TZVPD.

```
10
CH5N2S2 ωB97M-V/def2-TZVPD
C 1.37735 -0.18047 0.42311
N -1.44244 -0.07370 -0.19394
N 1.61318 0.68663 -0.49886
S -2.14460 -1.52190 -0.09485
S -1.97707 1.35709 0.13038
H 1.66149 -1.21230 0.28951
H 2.05667 0.42364 -1.37611
H 1.32631 1.65595 -0.40891
H -3.39609 -1.26449 0.37863
H 0.92522 0.12955 1.35104
```

## Properties
* net charge: +1
* relative energy (zero: lowest compared OMol25 entry of this formula, charge and spin): 2.994 eV
* calculated total energy: -946.6407 Eh
* Kohn-Sham gap: 6.94 eV